Below is 9 unconnected molecules or ions with the total composition C27H39F5O27 in a non-equilibrium geometry, with properties calculated with wB97M-V/def2-TZVPD.

Geometry (Å):
1 O -3.321 6.033 -1.318
2 C -4.454 5.697 -1.035
3 O -4.846 4.404 -0.813
4 C -6.287 4.299 -0.854
5 C -6.639 5.717 -0.352
6 F -6.592 5.816 0.989
7 O -5.558 6.470 -0.877
8 H -6.486 4.003 -1.883
9 H -6.526 3.541 -0.108
10 H -7.612 5.980 -0.767
11 O -1.610 -5.693 -5.382
12 C -2.500 -6.517 -5.612
13 O -3.287 -7.103 -4.546
14 C -4.201 -8.032 -5.030
15 C -4.130 -7.779 -6.552
16 F -5.201 -7.175 -6.935
17 O -3.033 -6.853 -6.735
18 H -3.908 -9.076 -4.922
19 H -5.236 -7.909 -4.710
20 H -3.996 -8.727 -7.072
21 O 3.926 -1.771 -10.861
22 C 3.350 -0.857 -10.361
23 O 2.543 -0.002 -11.033
24 C 2.125 0.965 -10.091
25 C 2.182 0.169 -8.757
26 F 1.171 -0.631 -8.546
27 O 3.289 -0.613 -9.026
28 H 2.851 1.763 -9.936
29 H 1.125 1.328 -10.328
30 H 2.359 0.766 -7.862
31 O -6.373 -2.859 4.294
32 C -5.587 -2.178 4.888
33 O -4.760 -2.647 5.845
34 C -4.075 -1.521 6.445
35 C -4.334 -0.410 5.377
36 F -3.306 -0.333 4.446
37 O -5.484 -0.894 4.736
38 H -4.588 -1.299 7.381
39 H -3.029 -1.773 6.621
40 H -4.483 0.633 5.656
41 O 2.430 -2.278 -0.808
42 C 1.343 -1.824 -1.195
43 O 0.236 -1.947 -0.464
44 C -0.858 -1.818 -1.272
45 C -0.287 -0.707 -2.251
46 F -0.385 0.536 -1.683
47 O 1.085 -1.060 -2.248
48 H -1.113 -2.813 -1.636
49 H -1.698 -1.382 -0.730
50 H -0.815 -0.704 -3.205
51 C 8.722 -3.851 3.995
52 O 10.123 -3.735 4.055
53 C 10.748 -3.328 5.172
54 O 10.240 -2.938 6.232
55 O 11.952 -3.832 5.028
56 C 12.906 -3.746 6.051
57 H 8.194 -2.945 4.291
58 H 8.332 -4.562 4.723
59 H 8.300 -4.188 3.048
60 H 12.615 -3.753 7.101
61 H 13.392 -2.788 5.862
62 H 13.674 -4.512 5.949
63 C 3.415 9.439 3.339
64 O 3.915 8.579 2.298
65 C 3.480 7.300 2.042
66 O 2.758 6.622 2.771
67 O 4.005 6.916 0.966
68 C 3.656 5.660 0.404
69 H 3.909 9.187 4.278
70 H 2.325 9.406 3.337
71 H 3.761 10.470 3.278
72 H 4.273 5.493 -0.479
73 H 2.621 5.712 0.067
74 H 3.884 4.792 1.023
75 C 1.161 1.376 9.614
76 O 1.209 1.139 8.255
77 C 2.271 1.390 7.482
78 O 3.303 2.000 7.766
79 O 1.948 0.776 6.326
80 C 2.719 0.963 5.188
81 H 1.532 0.609 10.294
82 H 0.108 1.493 9.866
83 H 1.829 2.191 9.894
84 H 2.590 2.036 5.046
85 H 2.456 0.318 4.350
86 H 3.751 0.662 5.368
87 C -7.917 -1.538 -2.552
88 O -6.668 -1.331 -3.170
89 C -6.639 -1.131 -4.470
90 O -7.527 -1.304 -5.288
91 O -5.444 -0.692 -4.802
92 C -5.195 -0.224 -6.150
93 H -8.643 -0.731 -2.645
94 H -7.803 -1.636 -1.472
95 H -8.334 -2.456 -2.967
96 H -4.686 -1.012 -6.706
97 H -4.589 0.682 -6.184
98 H -6.049 0.081 -6.755

As for the calculated total energy: -97497.38568 eV. The molar mass is 890.57 g mol⁻¹. Its HOMO energy is -10.350 eV. The frontier orbital gap comes out at 10.36 eV.

---

Below is C3H3NO2 in the gas phase, with properties calculated with wB97M-V/def2-TZVPD.

Geometry (Å):
1 O -0.237 -1.541 -0.403
2 C -0.212 -0.228 -0.218
3 C 1.117 0.394 -0.198
4 O 2.093 -0.302 -0.424
5 C -1.391 0.492 0.185
6 N -2.457 1.026 0.246
7 H 0.704 -1.827 -0.390
8 H -0.792 0.507 1.225
9 H 1.174 1.479 -0.024

As for the calculated total energy: -8740.29748 eV. The molar mass is 85.06 g mol⁻¹. Its HOMO energy (alpha / beta) is -9.467 / -8.706 eV. The frontier orbital gap (alpha / beta) comes out at 8.23 / 7.53 eV.

---

Below is 11 unconnected molecules or ions with the total composition CH23O11 in a non-equilibrium geometry, with properties calculated with wB97M-V/def2-TZVPD.

Geometry (Å):
1 C -8.365 -5.091 -28.445
2 O -7.541 -4.219 -27.731
3 H -9.225 -5.404 -27.863
4 H -7.747 -5.979 -28.656
5 H -8.743 -4.588 -29.322
6 O -11.734 -4.972 -27.384
7 H -11.529 -5.915 -27.234
8 H -11.190 -4.634 -28.105
9 O -8.398 -8.416 -28.383
10 H -8.552 -7.532 -28.618
11 H -8.387 -8.401 -27.421
12 O -6.669 -2.146 -29.356
13 H -7.155 -2.943 -29.163
14 H -7.188 -1.379 -29.231
15 O -9.125 -5.405 -25.209
16 H -8.660 -4.677 -25.647
17 H -9.733 -5.605 -25.924
18 O -11.134 -7.490 -26.827
19 H -10.578 -8.027 -27.380
20 H -10.884 -7.577 -25.906
21 O -5.597 -5.489 -30.033
22 H -6.507 -5.272 -29.951
23 H -4.975 -4.806 -29.842
24 O -6.724 -2.303 -25.749
25 H -7.036 -2.934 -26.368
26 H -7.245 -1.541 -25.981
27 O -4.850 -3.761 -27.302
28 H -5.749 -3.966 -27.604
29 H -4.948 -3.858 -26.347
30 O -9.279 -2.320 -27.174
31 H -9.538 -2.206 -26.223
32 H -8.717 -3.045 -27.266
33 O -6.312 -6.516 -26.654
34 H -5.432 -6.532 -27.031
35 H -6.725 -5.717 -27.036

As for the calculated total energy: -23934.40208 eV. The molar mass is 211.18 g mol⁻¹. Its HOMO energy is -6.075 eV. The frontier orbital gap comes out at 8.87 eV. As for the total charge: -1.

---

Below is 2 unconnected molecules or ions with the total composition C3H8O2 in a non-equilibrium geometry, with properties calculated with wB97M-V/def2-TZVPD.

Geometry (Å):
1 O 1.837 -0.296 -0.906
2 C 1.999 -1.495 -0.804
3 H 2.210 -1.865 0.217
4 H 1.701 -2.221 -1.580
5 C -1.339 1.071 0.704
6 O -0.060 0.765 1.009
7 C -2.166 -0.004 -0.013
8 H -1.399 1.945 -0.041
9 H -1.804 1.635 1.530
10 H 0.356 0.321 0.221
11 H -2.078 -0.173 -1.090
12 H -3.183 0.377 0.149
13 H -2.072 -0.933 0.557

As for the calculated total energy: -7324.28981 eV. The spin multiplicity is 2. The molar mass is 76.09 g mol⁻¹. Its HOMO energy (alpha / beta) is -14.558 / -14.544 eV. As for the expectation value of S²: 0.755. The frontier orbital gap (alpha / beta) comes out at 11.02 / 4.83 eV. As for the total charge: +1.

---

Below is a molecular structure, C51H41I4IrN5O2Si in a non-equilibrium geometry, with properties calculated with wB97M-V/def2-TZVPD.

Geometry (Å):
1 Ir -0.171 0.464 0.568
2 I -8.154 -1.093 5.963
3 C -6.448 -0.799 4.773
4 C -5.495 0.127 5.164
5 C -4.373 0.321 4.371
6 C -4.197 -0.405 3.198
7 C -5.165 -1.333 2.827
8 C -6.295 -1.532 3.608
9 C -2.990 -0.182 2.348
10 C -1.937 -1.083 2.479
11 C -1.939 -2.268 3.296
12 C -0.761 -2.902 3.083
13 C 0.007 -2.085 2.175
14 C 1.360 -2.258 1.825
15 C 1.961 -3.580 1.666
16 C 3.326 -3.735 1.366
17 C 3.890 -4.978 1.144
18 C 3.094 -6.111 1.196
19 I 3.939 -7.994 0.823
20 C 1.734 -5.995 1.429
21 C 1.178 -4.747 1.646
22 C 2.162 -1.083 1.649
23 N 1.763 0.033 0.990
24 C 2.781 0.968 1.092
25 C 2.780 2.181 0.402
26 C 3.903 3.131 0.558
27 C 5.243 2.748 0.471
28 C 6.267 3.658 0.682
29 C 5.960 4.976 0.977
30 I 7.504 6.355 1.314
31 C 4.640 5.393 1.046
32 C 3.626 4.474 0.834
33 C 1.713 2.596 -0.436
34 C 1.781 3.609 -1.449
35 C 0.527 3.763 -1.955
36 C -0.326 2.871 -1.228
37 N 0.441 2.124 -0.367
38 C -1.724 2.914 -1.172
39 C -2.494 2.234 -0.223
40 C -3.875 2.485 0.086
41 C -4.206 1.672 1.123
42 C -3.043 0.884 1.432
43 N -2.023 1.258 0.617
44 C -2.425 3.825 -2.121
45 C -2.533 5.188 -1.866
46 C -3.173 6.031 -2.763
47 C -3.709 5.504 -3.926
48 I -4.672 6.771 -5.296
49 C -3.617 4.149 -4.201
50 C -2.977 3.318 -3.293
51 C 3.805 0.428 1.933
52 C 3.443 -0.852 2.236
53 N -0.732 -0.992 1.832
54 H -5.619 0.691 6.078
55 H -3.622 1.043 4.667
56 H -5.029 -1.902 1.915
57 H -7.044 -2.252 3.309
58 H -2.742 -2.588 3.940
59 H -0.417 -3.801 3.563
60 H 3.956 -2.863 1.273
61 H 4.944 -5.063 0.916
62 H 1.099 -6.871 1.414
63 H 0.106 -4.665 1.722
64 H 5.490 1.732 0.193
65 H 7.299 3.341 0.609
66 H 4.401 6.422 1.273
67 H 2.595 4.794 0.917
68 H 2.672 4.142 -1.742
69 H 0.209 4.445 -2.727
70 H -4.504 3.203 -0.416
71 H -5.159 1.598 1.622
72 H -2.112 5.594 -0.954
73 H -3.251 7.089 -2.553
74 H -4.038 3.743 -5.110
75 H -2.906 2.257 -3.505
76 H 4.686 0.935 2.285
77 H 3.978 -1.546 2.863
78 N -1.706 -0.300 -1.926
79 C -2.335 -1.569 -2.306
80 C -1.321 -2.715 -2.431
81 C -0.583 -2.844 -1.119
82 O -1.043 -3.481 -0.205
83 O 0.539 -2.141 -0.931
84 H -2.421 0.377 -1.689
85 H -1.185 0.088 -2.706
86 H -2.890 -1.500 -3.249
87 H -3.045 -1.831 -1.521
88 H -0.656 -2.557 -3.280
89 H -1.869 -3.643 -2.582
90 C 4.148 -2.793 -2.405
91 Si 2.353 -3.038 -2.884
92 C 1.726 -4.711 -2.315
93 C 2.124 -2.823 -4.741
94 C 1.345 -1.649 -2.019
95 H 4.794 -3.536 -2.879
96 H 4.269 -2.887 -1.323
97 H 4.508 -1.804 -2.699
98 H 2.481 -5.480 -2.493
99 H 0.820 -5.009 -2.848
100 H 1.505 -4.712 -1.245
101 H 2.870 -3.398 -5.295
102 H 2.234 -1.776 -5.030
103 H 1.142 -3.167 -5.072
104 H 0.746 -1.058 -2.713
105 H 2.029 -0.950 -1.534

As for the calculated total energy: -108219.25625 eV. The spin multiplicity is 2. The molar mass is 1483.84 g mol⁻¹. Its HOMO energy (alpha / beta) is -6.743 / -6.791 eV. As for the expectation value of S²: 0.760. The frontier orbital gap (alpha / beta) comes out at 5.38 / 5.47 eV.

---

Below is C15H23NO6S2 in the gas phase in a non-equilibrium geometry, with properties calculated with wB97M-V/def2-TZVPD.

Geometry (Å):
1 O 2.581 1.571 -5.867
2 C 2.638 2.617 -4.926
3 C 2.563 2.023 -3.512
4 C 3.241 2.660 -2.447
5 C 3.061 2.193 -1.150
6 C 2.235 1.087 -0.873
7 C 2.141 0.546 0.537
8 N 0.943 1.046 1.221
9 C -0.347 0.289 1.166
10 C -0.452 -0.568 2.463
11 O 0.556 -1.614 2.386
12 C -1.836 -1.057 2.795
13 O -2.844 -0.012 2.762
14 C -2.327 -2.286 1.988
15 O -1.347 -3.336 1.737
16 C -2.963 -1.946 0.646
17 O -4.362 -1.760 0.926
18 C -2.902 -3.003 -0.454
19 O -3.525 -4.179 0.033
20 C 1.039 2.200 2.014
21 S 2.496 2.963 2.304
22 S -0.278 2.866 2.919
23 C 1.633 0.423 -1.912
24 C 1.767 0.905 -3.237
25 H 3.115 0.806 -5.563
26 H 3.539 3.270 -5.131
27 H 1.775 3.246 -5.099
28 H 3.843 3.522 -2.648
29 H 3.531 2.710 -0.313
30 H 2.109 -0.558 0.447
31 H 3.002 0.777 1.134
32 H -0.324 -0.361 0.312
33 H -1.183 0.975 1.044
34 H -0.179 0.124 3.241
35 H 0.158 -2.463 2.048
36 H -1.809 -1.385 3.834
37 H -2.642 0.762 3.308
38 H -3.063 -2.768 2.625
39 H -1.767 -4.109 1.316
40 H -2.541 -1.040 0.275
41 H -4.444 -1.050 1.584
42 H -3.387 -2.631 -1.332
43 H -1.865 -3.224 -0.707
44 H -4.362 -3.911 0.420
45 H 0.490 3.835 3.451
46 H 1.032 -0.484 -1.756
47 H 1.262 0.333 -4.008

As for the calculated total energy: -51372.04240 eV. The molar mass is 377.48 g mol⁻¹. Its HOMO energy is -8.289 eV. The frontier orbital gap comes out at 8.53 eV.

---

Below is 2 unconnected molecules or ions with the total composition C6H8BNO2 in a non-equilibrium geometry, with properties calculated with wB97M-V/def2-TZVPD.

Geometry (Å):
1 B -1.934 1.071 -0.397
2 C 1.546 0.540 1.235
3 C 1.605 1.478 0.212
4 C 1.292 -0.797 1.150
5 C 1.232 0.971 -0.977
6 C 1.100 -1.294 -0.152
7 C -2.274 -1.383 -0.010
8 N 1.237 -0.380 -1.140
9 O -1.676 2.248 -0.397
10 O -2.440 -0.159 -0.646
11 H 1.929 0.982 2.198
12 H 1.663 2.577 0.267
13 H 1.254 -1.459 1.909
14 H 0.832 1.537 -1.822
15 H -3.100 -1.608 0.690
16 H -1.300 -1.306 0.643
17 H -2.097 -2.199 -0.680
18 H 1.131 -0.821 -2.084

As for the calculated total energy: -12611.72599 eV. The molar mass is 136.95 g mol⁻¹. Its HOMO energy is -7.840 eV. The frontier orbital gap comes out at 8.19 eV.

---

Below is 2 unconnected molecules or ions with the total composition C3H9NOS in a non-equilibrium geometry, with properties calculated with wB97M-V/def2-TZVPD.

Geometry (Å):
1 C 3.406 0.558 -3.070
2 C 2.778 -0.802 -2.765
3 S 1.048 -0.703 -2.529
4 H 3.220 1.317 -2.323
5 H 3.037 0.956 -4.018
6 H 4.484 0.492 -3.160
7 H 2.894 -1.438 -3.638
8 H 3.330 -1.385 -2.018
9 H 0.903 0.493 -1.930
10 C -4.054 0.042 4.883
11 N -4.312 0.061 3.550
12 O -4.721 0.615 5.708
13 H -3.173 -0.542 5.148
14 H -3.699 -0.228 2.819
15 H -5.142 0.564 3.344

As for the calculated total energy: -17620.32807 eV. The spin multiplicity is 2. The molar mass is 107.18 g mol⁻¹. Its HOMO energy (alpha / beta) is -11.648 / -11.648 eV. As for the expectation value of S²: 0.753. The frontier orbital gap (alpha / beta) comes out at 7.50 / 2.12 eV. As for the total charge: +1.

---

Q: Which value of molar mass does entry 2 give?
A: 85.06 g mol⁻¹